No. 1
ORCA calculation (wB97M-V/def2-TZVPD) on a structure of composition C20H23AsN7PtSSe at a distorted geometry.

Values from the calculation:
* gap between HOMO and LUMO: 7.21 eV
* E_tot: -171806.619 eV
* energy relative to the best compared isomer or geometry (same formula, charge and spin): 8.1 kcal per mole

The geometry in ORCA input format:
```
! wB97M-V def2-TZVPD RIJCOSX def2/J DEFGRID3
* xyz 1 1
H 1.11744 -2.26944 6.44091
C -6.82486 2.38331 -1.53676
H -5.76351 1.01703 -2.81816
N -3.16898 1.85296 -1.86472
H -5.47113 4.56088 0.72530
H 2.85839 2.55261 -2.79475
C 4.77459 0.12738 -1.77145
H 1.37964 -2.85276 4.05666
Pt 0.00521 0.52083 0.28249
C -4.43153 0.05770 0.95826
H -7.79807 2.05500 -1.87357
H 2.48526 -2.16917 -1.66191
C -4.90849 0.94187 1.95677
H 1.02588 -2.13690 1.73492
H 5.07630 -0.64556 -1.06818
Se -0.43421 2.51791 -1.05530
N 0.20928 -0.30631 2.22155
H 5.21152 1.07903 -1.47624
S 2.30734 0.77815 0.26441
C -6.74421 3.37193 -0.54562
H -3.29492 -0.11977 -2.52101
H 0.43979 -0.76911 6.93293
C -5.53189 3.81498 -0.05439
H -0.59008 1.46406 2.92059
H -1.74566 0.69965 -2.82994
H -3.17567 1.10346 -3.81095
H -2.62683 4.01067 0.33157
N 0.74290 -1.37277 6.19070
C -4.47916 2.24688 -1.58049
C 2.12853 -1.38449 -2.32556
C -0.15145 0.52061 3.21707
C -3.07460 0.07247 0.71473
H 2.85748 1.26561 -4.03136
C 0.75032 -1.48832 2.55440
H -7.65788 3.78843 -0.14506
C -2.82514 0.81663 -2.82092
H 1.34956 1.69372 -3.16916
C -4.40034 3.22752 -0.60009
H -0.31672 0.91259 5.29599
H 2.44528 -1.58462 -3.34840
N -5.23083 1.71732 2.74788
C 0.56862 -1.02748 4.89968
N -5.89860 -1.32404 -0.63087
C -5.69584 1.79824 -2.07480
C -2.32524 2.55105 -1.10172
C -5.26393 -0.71284 0.11350
H 1.04310 -1.32519 -2.27098
As 2.86407 0.29079 -1.74902
C 0.00358 0.20788 4.54109
C 0.94456 -1.88416 3.85196
C 2.42843 1.59624 -3.08571
N -3.04384 3.38170 -0.33524
H 5.09955 -0.13520 -2.77685
N -1.95080 0.14912 0.44439
*
```

Charges computed using Mulliken, reported in e: 0.192, -0.692, 0.450, 0.386, 0.413, 0.354, -1.041, 0.339, 0.831, 0.007, 0.413, 0.352, 0.144, 0.441, 0.354, -0.301, -0.410, 0.371, -0.452, -0.483, 0.355, 0.198, -0.946, 0.477, 0.097, 0.418, 0.268, -0.449, 0.735, -0.987, -0.291, 0.743, 0.421, -0.344, 0.411, -0.864, 0.259, 0.494, 0.327, 0.429, -0.547, 1.184, -0.552, -0.585, -0.390, 0.199, 0.276, 0.650, -0.786, -0.683, -0.978, 0.148, 0.383, -0.742

No. 2
ORCA calculation (wB97M-V/def2-TZVPD) on a cluster of 7 separate species, C29H65O16P in total at a distorted geometry.

Values from the calculation:
* gap between HOMO and LUMO: 8.41 eV
* structure (SMILES): COP(=O)(OC)OC.Oc1ccc(O)cc1.COCCOC.COCCOC.COCCOC.COCCOC.COCCOC
* E_tot: -73169.871 eV
* energy relative to the best compared isomer or geometry (same formula, charge and spin): 28.4 kcal per mole

The geometry in ORCA input format:
```
! wB97M-V def2-TZVPD RIJCOSX def2/J DEFGRID3
* xyz 0 1
H -1.61243 2.66073 -6.79368
C -0.62254 5.34367 -3.87565
H -1.90235 -6.74289 5.30391
O -0.85150 6.74453 -3.81472
O 2.15243 2.40769 4.34294
C -2.53866 -1.30265 2.63960
C 0.51617 5.04999 -2.88677
O -1.72196 0.90007 -5.80556
H -2.77460 -3.65149 -4.17464
O -1.90885 1.26113 -0.04342
H -0.71373 1.39571 -7.54895
H 0.51646 -6.42287 2.31714
H -4.11973 -3.41968 4.50807
O 3.43154 -3.16452 0.50633
O -1.88003 -4.74321 5.08235
H -0.01717 3.96895 4.15299
H 0.72572 -4.74954 3.03169
C -2.19255 -3.44367 5.56723
H -0.10886 -2.69498 -0.82848
C -0.91382 -0.16118 -5.35385
H -3.91022 -2.08775 5.64262
O 2.46871 0.40140 -5.01509
H 4.49041 -2.47238 -1.21922
H -0.75003 8.30007 -5.16971
H 1.74213 2.75840 2.23908
H 1.44947 -5.75817 -0.04840
C 1.93897 7.01110 -2.71719
H -2.60898 -1.43692 -5.43343
C 1.22293 -5.68378 2.71123
H -2.32595 -2.70507 -2.80344
H -0.67884 6.68564 -5.93198
H 3.29949 4.97773 2.63404
O 2.50697 0.48426 0.51793
H -5.58924 -2.86640 7.61174
C 2.09385 -0.75719 -1.53101
O -1.08478 -2.36243 -4.36769
H -0.08957 2.19407 -6.03045
C 2.12239 -0.72551 -2.92099
H -2.93704 -2.26960 2.31536
C -3.68862 -3.15048 5.48333
H -6.26638 -4.40284 7.02425
H 0.78087 3.99335 -2.92025
H -0.25683 0.23571 -4.56598
H 2.98661 2.51350 -3.46071
C 2.45141 0.40145 -0.83516
H -2.33348 -0.69690 -3.91488
O 2.23591 -5.32954 1.82499
C -1.79829 -1.22141 -4.72101
C 2.42050 2.96127 3.07086
H 1.65706 -1.63780 -1.08419
H 1.74601 0.62071 5.26043
H -3.15865 -1.10942 3.51650
O 1.72501 5.71336 -3.23850
H -1.49001 -5.90499 6.81827
H 2.47470 -3.90591 -1.18377
H 1.70303 -1.51817 -3.53645
H -0.55644 1.02358 -1.62108
C 2.74543 1.55401 -1.55428
H -0.24635 4.97294 -4.83293
H 1.77615 0.03303 0.98691
C 4.56857 -2.60692 -0.13776
H -1.21954 -4.09185 -3.41449
O 1.42405 5.23722 3.39095
H 2.95746 7.34793 -2.89815
H 3.34939 2.58467 2.61592
H 1.69820 6.99298 -1.64958
H 1.28842 7.70130 -3.26201
C -1.12645 7.28037 -5.14117
H -2.18569 1.46047 -2.10213
C 2.64640 4.43454 3.31658
H -1.69310 -3.33483 6.53411
C 2.80052 1.57939 -2.94592
C -1.89845 -3.27427 -3.63473
C -0.96125 1.81217 -6.56752
C 2.88164 -4.23892 -0.21817
H -1.63971 -3.27740 -0.33698
H -0.24315 -0.58641 -6.10954
H -1.49259 4.71655 -3.65622
H 0.30585 5.43160 -1.88392
C 1.74798 1.06954 4.26569
C -1.42546 1.63453 -1.34781
H 1.59115 -6.04773 3.67328
H -1.64501 -2.84212 4.83913
P -1.40347 -0.03501 0.66243
O -4.42555 -3.99764 6.35107
H 5.36878 -3.31228 0.12709
C -2.09991 -5.86031 5.91372
O -0.04234 0.18940 1.18444
H -6.20042 -2.94475 5.95936
H -0.68644 -2.65960 0.87651
H -1.51490 -1.43991 2.99798
H 0.76971 0.92680 3.79303
H 3.01846 4.58176 4.33328
O -1.56808 -1.21525 -0.42576
C 2.49868 0.42665 -3.63173
C 0.17365 4.59019 3.28386
H 0.03475 4.07350 2.32057
H 2.34860 -0.54641 -5.16202
C -0.93768 -2.44891 -0.16664
H -3.16657 -5.93332 6.14339
H 3.67156 -4.93639 -0.52057
O -2.56391 -0.23108 1.72421
H -0.54819 5.37308 3.02592
H -0.98142 2.61729 -1.20954
C -5.69102 -3.52373 6.73787
C 1.79004 -4.91035 0.56945
H 4.83092 -1.64438 0.29750
H 0.84472 -4.36222 0.65307
H -2.21643 7.27239 -5.19130
H 2.80635 2.48788 -1.01000
H 2.42903 0.41109 3.70699
*
```

Mulliken atomic charge list, values in e, 99 entries: 0.289, -0.457, 0.233, -0.361, -0.384, -0.543, 0.003, -0.410, 0.321, -0.481, 0.312, 0.348, 0.274, -0.228, -0.244, 0.242, 0.236, -0.200, 0.364, 0.206, 0.519, -0.621, 0.372, 0.254, 0.168, 0.329, -0.566, 0.332, -0.723, 0.143, 0.341, 0.310, -0.554, 0.280, 0.567, -0.295, 0.231, -0.274, 0.340, -0.437, 0.252, -0.069, -0.198, 0.616, -0.647, 0.185, -0.399, -0.420, -0.168, 0.422, 0.333, 0.203, -0.426, 0.321, 0.298, 0.041, -0.154, -0.580, 0.259, 0.430, -0.901, 0.237, -0.400, 0.250, 0.371, 0.297, 0.149, -0.715, 0.319, -0.486, 0.378, -0.806, -0.545, -0.676, -0.455, 0.625, 0.349, 0.369, 0.407, -0.522, -0.108, 0.327, -0.090, 0.336, -0.347, 0.379, -0.709, 0.130, 0.323, 0.346, 0.276, 0.137, 0.266, -0.345, 0.415, -0.442, 0.051, 0.399, -1.103

No. 3
ORCA calculation (wB97M-V/def2-TZVPD) on a cluster of 2 separate species, C3H3NOS in total at a distorted geometry.

Values from the calculation:
* gap between HOMO and LUMO (spin up / spin down): 7.73 / 7.67 eV
* E_tot: -17526.892 eV
* energy relative to the best compared isomer or geometry (same formula, charge and spin): 116.4 kcal per mole

The geometry in ORCA input format:
```
! wB97M-V def2-TZVPD RIJCOSX def2/J DEFGRID3
* xyz 0 1
C -0.44831 -0.09885 -0.84787
O 0.65889 -0.88579 2.58811
C 0.54265 -2.12345 -0.08783
N 0.52683 -1.00248 -0.68262
H 0.46722 1.66637 -0.43713
H -1.52911 1.60308 -0.74731
S 1.62401 0.01736 1.92597
H -1.40189 -0.44446 -0.96871
C -0.44029 1.26821 -0.74261
*
```

Charges computed using Mulliken, reported in e: -0.043, -0.288, 0.044, -0.274, 0.327, 0.209, 0.270, 0.351, -0.594